14
Properties=species:S:1:pos:R:3 method="wB97M-V/def2-TZVPD" e_tot_ev=-148423.5230 charge=0 e_above_lowest_kj_mol=98.5 gap_ev=9.9
C -0.11 -0.83 -0.38
C 0.28 0.28 0.17
C -0.93 -1.22 -1.65
C 0.96 0.71 1.66
O 0.19 1.83 2.12
O 2.24 1.20 1.45
Br 0.39 -2.37 0.69
Br 0.09 1.88 -0.93
H -1.74 -0.39 -1.60
H -1.40 -2.13 -1.44
H -0.45 -1.26 -2.58
H 0.92 -0.11 2.50
H 0.04 2.44 1.38
H 2.26 1.97 1.97